[1]
ORCA calculation (ωB97M-V/def2-TZVPD) on a molecular structure, C13H45InN2O8P3S.

For the orbital gap, the calculation gives 6.5 eV. Its LUMO energy is 2.596 eV. As for the charge: -1.

Geometry (Å):
1 In 0.125 -0.103 1.623
2 S -1.963 -2.475 3.607
3 P 2.051 -1.565 2.453
4 P -1.899 -0.574 3.123
5 P -0.605 -0.860 -0.714
6 O 2.898 -1.998 1.051
7 O -3.307 -0.207 2.383
8 O -3.898 -0.163 -4.395
9 O 4.010 2.475 4.636
10 O -3.989 0.927 -1.632
11 O 6.171 -1.924 3.161
12 O -1.806 -2.094 -3.971
13 O -1.971 0.335 4.458
14 N 0.483 -0.560 -1.874
15 N 0.739 1.910 1.691
16 C -6.058 -0.343 -1.422
17 C -1.019 2.975 0.198
18 C -0.323 2.905 1.574
19 C 2.811 3.225 4.804
20 C -1.250 -2.863 -5.034
21 C 8.307 -0.981 2.452
22 C 0.189 -3.241 -4.744
23 C -4.429 -0.380 -5.690
24 C 3.145 -0.216 3.022
25 C 2.608 4.238 3.695
26 C 7.365 -1.299 3.601
27 C -5.382 1.016 -1.388
28 C -4.948 -1.796 -5.867
29 H 2.738 0.189 3.947
30 H -1.198 4.018 -0.087
31 H 9.206 -0.475 2.808
32 H -3.637 -1.048 2.042
33 H 8.611 -1.896 1.937
34 H -5.847 1.688 -2.121
35 H -1.997 2.487 0.203
36 H 4.158 -0.588 3.178
37 H 1.279 -0.086 -1.460
38 H 3.425 4.966 3.680
39 H 0.250 -3.801 -3.811
40 H 6.397 -2.748 2.718
41 H 4.760 3.077 4.650
42 H -5.604 -1.007 -0.686
43 H -1.072 2.677 2.336
44 H -5.715 -2.012 -5.122
45 H -5.937 -0.801 -2.406
46 H 0.094 3.899 1.789
47 H -1.249 -1.309 -3.842
48 H -0.400 2.524 -0.578
49 H 3.172 0.578 2.273
50 H -5.240 0.339 -5.810
51 H 2.816 3.719 5.783
52 H 2.583 3.730 2.732
53 H -2.576 -0.112 5.069
54 H -4.143 -2.521 -5.732
55 H -1.875 -3.751 -5.123
56 H -3.668 -0.155 -6.447
57 H -5.376 -1.934 -6.862
58 H 1.669 4.778 3.827
59 H -3.885 0.552 -2.517
60 H 2.002 2.496 4.793
61 H 2.375 -2.665 0.602
62 H -5.485 1.468 -0.401
63 H -1.853 -0.324 -1.084
64 H -1.316 -2.303 -5.975
65 H -7.126 -0.258 -1.206
66 H 1.482 2.116 1.031
67 H -0.865 -2.250 -0.659
68 H 0.600 -3.850 -5.551
69 H 0.807 -2.350 -4.626
70 H 7.808 -0.341 1.724
71 H 7.871 -1.932 4.341
72 H -3.146 -0.763 -4.261
73 H 7.051 -0.383 4.101

Atomic partial charges in e from the Mulliken method, atoms 1 to 5: In 0.33; S -0.47; P 0.21; P 0.13; P 0.24



[2]
ORCA calculation (ωB97M-V/def2-TZVPD) on a molecular structure, C14H15F12N7O8S4Zn.

For the orbital gap, the calculation gives 0.9 eV. The value obtained for the energy above the lowest of the compared OMol25 structures with the same formula, charge and spin is 1100.3 kJ/mol. Its LUMO energy is -8.646 eV.

Geometry (Å):
1 Zn -0.870 3.393 6.346
2 S -1.410 -9.568 -2.941
3 S -1.430 -11.519 -4.799
4 S 0.681 2.161 1.623
5 S -1.224 3.950 1.172
6 F 0.338 -13.419 -4.693
7 F 0.999 5.337 1.698
8 F -0.642 6.558 1.082
9 F -3.226 -7.898 -4.194
10 F 0.652 -0.428 0.512
11 F -1.565 -14.050 -3.679
12 F -1.302 0.335 0.942
13 F -1.421 -6.976 -3.578
14 F -1.295 -8.154 -5.338
15 F -0.072 -0.359 2.556
16 F 0.348 5.454 -0.390
17 F -0.111 -12.752 -2.749
18 O 1.824 2.019 2.595
19 O 0.002 -9.763 -3.034
20 O -1.375 3.184 -0.085
21 O -1.926 -9.215 -1.649
22 O -2.445 -12.097 -5.652
23 O -0.394 -10.756 -5.522
24 O 1.102 2.612 0.273
25 O -2.405 4.665 1.685
26 N -7.237 4.045 -2.591
27 N -10.607 3.966 2.350
28 N 6.835 -3.500 -3.247
29 N 7.206 6.739 -1.328
30 N -0.574 3.145 2.432
31 N -2.335 -10.749 -3.461
32 N 3.195 5.005 6.791
33 C -9.189 6.128 2.205
34 C -0.673 -13.063 -3.911
35 C -0.013 5.406 0.894
36 C 4.236 4.624 7.141
37 C 6.785 -2.866 -0.695
38 C -5.792 6.156 -3.422
39 C -1.860 -8.075 -4.102
40 C 5.555 4.250 7.610
41 C 7.444 5.234 0.824
42 C -9.994 4.948 2.315
43 C -6.620 5.013 -2.965
44 C 7.288 6.038 -0.404
45 C -0.047 0.276 1.405
46 C 6.799 -3.206 -2.098
47 H 5.779 -2.868 -0.276
48 H 7.350 5.841 1.725
49 H -8.329 6.164 1.537
50 H 5.704 3.262 7.175
51 H -8.779 6.278 3.203
52 H -9.811 6.975 1.918
53 H -4.771 5.807 -3.574
54 H 8.427 4.764 0.812
55 H 7.388 -3.582 -0.136
56 H 6.398 4.925 7.461
57 H 5.404 4.256 8.689
58 H -6.249 6.639 -4.285
59 H 7.300 -1.910 -0.598
60 H 6.740 4.414 0.970
61 H -5.785 6.805 -2.546

Atomic partial charges in e from the Mulliken method, atoms 1 to 5: Zn 0.66; S 1.03; S 0.97; S 0.84; S 1.02



[3]
ORCA calculation (ωB97M-V/def2-TZVPD) on 3 unconnected molecules or ions with the total composition C4H10.

For the orbital gap, the calculation gives 7.7 eV. The value obtained for the energy above the lowest of the compared OMol25 structures with the same formula, charge and spin is 505.9 kJ/mol. Its LUMO energy is -0.339 eV.

Geometry (Å):
1 C -0.704 1.360 -0.976
2 C -1.329 0.474 -0.155
3 C -0.985 0.140 1.197
4 C 1.910 -1.244 -0.118
5 H 2.543 -2.037 -0.529
6 H -2.208 0.071 -0.691
7 H -1.105 1.400 -1.997
8 H 0.350 1.593 -0.898
9 H -0.070 0.591 1.541
10 H -2.196 1.540 1.192
11 H 1.246 -1.661 0.659
12 H -1.178 -0.899 1.437
13 H 1.250 -0.921 -0.935
14 H 2.476 -0.408 0.272

Atomic partial charges in e from the Mulliken method, atoms 1 to 5: C -0.78; C -0.19; C -0.68; C -0.93; H 0.31



[4]
ORCA calculation (ωB97M-V/def2-TZVPD) on a molecular structure, C46H46FMoN6O4SSb.

For the orbital gap, the calculation gives 5.7 eV. The value obtained for the energy above the lowest of the compared OMol25 structures with the same formula, charge and spin is 86.3 kJ/mol. Its LUMO energy is -11.208 eV. As for the charge: +4.

Geometry (Å):
1 Sb -0.380 -2.209 -0.792
2 Mo -1.909 1.236 -2.604
3 S -2.258 -0.227 -4.020
4 F 2.307 -0.428 2.732
5 O -0.357 1.117 -1.232
6 O -0.594 2.229 -3.523
7 O -3.158 2.574 -3.063
8 O -0.463 4.469 -3.406
9 N 6.802 1.156 4.680
10 N -2.783 -0.109 -1.025
11 N 4.441 1.351 3.078
12 N 2.715 3.837 -0.691
13 N -3.026 1.253 -0.883
14 N -3.836 -3.223 -1.955
15 C -5.164 5.479 -2.374
16 C -4.403 3.147 -1.080
17 C 0.770 3.127 -1.856
18 C -0.868 -3.718 -2.240
19 C -2.170 -0.751 1.315
20 C -4.295 4.619 -3.020
21 C 3.581 2.563 1.169
22 C 6.421 2.461 4.030
23 C -4.574 -0.627 1.579
24 C -0.395 -3.354 -3.509
25 C -0.846 -5.541 -4.363
26 C 5.177 4.475 -0.934
27 C 1.476 -5.031 2.738
28 C 2.458 0.576 1.857
29 C -5.328 4.033 -0.471
30 C -3.228 -0.434 2.072
31 C -0.397 -4.245 -4.569
32 C 1.795 4.023 -1.622
33 C 2.187 -4.457 1.695
34 C -2.041 -3.753 2.218
35 C 4.789 0.079 3.697
36 C 0.152 -3.370 0.925
37 C -5.689 5.189 -1.104
38 C -5.207 -1.415 -2.737
39 C -1.321 -5.036 -2.035
40 C 4.385 5.466 -1.732
41 C 3.777 4.831 -0.521
42 C -4.812 -0.991 0.312
43 C 4.913 2.492 3.847
44 C 0.630 1.971 -1.076
45 C -4.085 1.924 -0.475
46 C 1.526 -3.622 0.809
47 C -1.300 -5.924 -3.110
48 C -2.270 -1.177 -0.097
49 C 3.527 1.493 2.049
50 C -0.566 -3.947 1.978
51 C -4.196 -2.010 -1.827
52 C 2.636 2.729 0.149
53 C -0.144 3.410 -2.977
54 C 6.296 -0.021 3.887
55 C 0.122 -4.769 2.871
56 C 1.546 0.704 0.860
57 C 1.600 1.787 -0.036
58 C -1.853 -5.542 -0.719
59 C -3.909 3.453 -2.378
60 C -3.703 -1.205 -0.651
61 H -5.461 6.394 -2.870
62 H 4.433 2.489 4.835
63 H -6.202 -1.597 -2.318
64 H 5.324 3.502 -1.384
65 H -0.025 -3.940 -5.539
66 H -6.381 5.877 -0.639
67 H -5.407 -0.512 2.263
68 H 4.628 6.516 -1.661
69 H -5.823 -1.204 -0.014
70 H 5.989 4.833 -0.316
71 H -1.180 -0.759 1.759
72 H -5.727 3.790 0.507
73 H -3.089 -0.136 3.103
74 H -5.073 -0.339 -2.824
75 H 2.103 -3.186 -0.005
76 H -3.920 4.828 -4.012
77 H 3.240 -4.669 1.560
78 H 0.013 -2.361 -3.669
79 H -2.729 -6.178 -0.867
80 H -4.171 -3.804 -2.720
81 H -1.641 -6.941 -2.956
82 H -0.833 -6.260 -5.172
83 H 4.280 -0.041 4.661
84 H 1.967 -5.693 3.439
85 H 6.424 1.123 5.630
86 H 4.490 -0.754 3.069
87 H 6.821 0.002 2.934
88 H 6.766 3.270 4.670
89 H 6.949 2.497 3.078
90 H -3.144 -3.651 -1.345
91 H 4.059 5.142 -2.712
92 H -2.573 -3.378 1.339
93 H 6.565 -0.927 4.427
94 H 0.752 -0.022 0.782
95 H 3.621 5.440 0.361
96 H 7.818 1.098 4.778
97 H -2.506 -4.696 2.508
98 H -2.122 -4.737 -0.038
99 H 1.872 4.924 -2.216
100 H -0.429 -5.230 3.684
101 H -5.172 -1.871 -3.726
102 H -4.697 1.526 0.321
103 H -1.110 -6.148 -0.195
104 H -2.220 -3.046 3.029
105 H 4.633 3.429 3.374
106 H 4.385 3.278 1.246

Atomic partial charges in e from the Mulliken method, atoms 1 to 5: Sb 1.40; Mo 0.79; S -0.26; F -0.42; O -0.03



[5]
ORCA calculation (ωB97M-V/def2-TZVPD) on C4H5NS in the gas phase.

For the orbital gap (alpha / beta), the calculation gives 7.3 / 7.4 eV. The value obtained for the energy above the lowest of the compared OMol25 structures with the same formula, charge and spin is 273.8 kJ/mol. Its LUMO energy (alpha / beta) is -0.471 / -0.290 eV.

Geometry (Å):
1 S -2.234 -0.395 -0.195
2 N -1.740 1.091 -0.119
3 C 1.462 -0.466 -0.144
4 C -0.835 -1.211 0.306
5 C -0.310 1.240 0.097
6 C 0.206 -0.218 0.210
7 H 0.135 1.785 -0.771
8 H 2.233 0.173 -0.564
9 H 1.775 -1.495 0.026
10 H -0.643 -2.306 0.170
11 H -0.050 1.801 0.985

Atomic partial charges in e from the Mulliken method, atoms 1 to 5: S 0.15; N -0.36; C -0.92; C -0.46; C -0.40